(1)
{"formula": "C5H10N2", "method": "ωB97M-V/def2-TZVPD", "gap_ev": 9.6, "lumo_ev": 0.61, "e_above_lowest_kcal_mol": 99.2, "e_tot_ha": -305.8658, "species": ["C", "C", "C", "C", "C", "N", "N", "H", "H", "H", "H", "H", "H", "H", "H", "H", "H"], "positions_angstrom": [[-1.824, -0.838, -0.550], [0.930, -0.520, 2.025], [0.703, 0.859, -1.716], [0.148, -0.165, 0.794], [0.665, 0.879, -0.204], [-0.482, 1.168, 0.585], [-1.139, -0.597, 0.695], [1.581, 1.279, 0.237], [-1.980, -1.922, -0.621], [-2.819, -0.388, -0.503], [-1.328, -0.494, -1.456], [0.288, -0.440, 2.905], [1.789, 0.138, 2.167], [1.295, -1.549, 1.960], [-0.224, 1.247, -2.141], [1.524, 1.488, -2.068], [0.875, -0.146, -2.110]], "forces_ev_per_angstrom": [[-0.1957, -0.1869, -0.2905], [0.0089, -0.1090, 0.1684], [0.0498, -0.0542, -0.2490], [1.0452, 0.3405, 0.6138], [-0.5951, -1.5400, -0.4432], [-0.7039, -0.0059, 1.0771], [0.5491, 1.3826, -0.9853], [-0.2157, 0.1218, 0.1120], [0.0486, 0.0586, 0.0261], [0.1315, -0.0146, 0.0493], [0.0659, -0.0221, 0.1045], [-0.0398, -0.0436, -0.0998], [-0.0802, -0.0227, -0.0970], [-0.0065, 0.0608, -0.0127], [0.0473, -0.0117, 0.0254], [-0.0895, -0.0357, 0.0104], [-0.0197, 0.0820, -0.0096]]}

(2)
{"formula": "C5H10N2", "method": "ωB97M-V/def2-TZVPD", "gap_ev": 9.8, "lumo_ev": 1.08, "e_above_lowest_kcal_mol": 75.0, "e_tot_ha": -305.9043, "species": ["C", "C", "N", "N", "C", "C", "C", "H", "H", "H", "H", "H", "H", "H", "H", "H", "H"], "positions_angstrom": [[2.356, 0.572, 0.266], [1.332, -0.281, -0.434], [0.263, 0.292, -1.209], [-0.438, 0.927, 0.132], [-1.843, 1.256, 0.044], [-0.106, -0.427, -0.002], [-0.956, -1.647, 0.134], [3.095, 0.923, -0.454], [1.869, 1.433, 0.717], [2.863, -0.002, 1.041], [1.698, -1.224, -0.841], [-2.346, 0.940, 0.961], [-2.338, 0.774, -0.806], [-1.931, 2.335, -0.066], [-1.570, -1.574, 1.032], [-0.326, -2.531, 0.210], [-1.620, -1.766, -0.723]], "forces_ev_per_angstrom": [[-0.1440, -0.0131, -0.1056], [-0.3045, -0.2127, 1.6120], [-1.6504, 0.6791, -0.4996], [1.3349, -0.2342, 0.2004], [-0.1157, -0.0826, -0.8937], [0.9052, -0.3627, -0.1222], [-0.1351, 0.0982, -0.0958], [0.0799, 0.0246, 0.0070], [0.0308, -0.0040, 0.0062], [0.0690, -0.0030, 0.0047], [-0.0406, 0.1967, -0.3269], [0.1525, 0.0186, 0.0201], [-0.0598, 0.0058, 0.0252], [-0.0974, -0.0475, 0.0539], [0.0410, -0.0804, 0.0657], [-0.0480, -0.0108, 0.0384], [-0.0178, 0.0280, 0.0103]]}

(3)
{"formula": "C5H10N2", "method": "ωB97M-V/def2-TZVPD", "gap_ev": [6.5, 7.0], "lumo_ev": [0.69, 0.69], "e_above_lowest_kcal_mol": 159.3, "e_tot_ha": -305.7701, "species": ["C", "C", "C", "C", "N", "C", "N", "H", "H", "H", "H", "H", "H", "H", "H", "H", "H"], "positions_angstrom": [[0.731, 1.707, 0.877], [-0.746, -0.403, 2.164], [0.190, 0.418, 0.467], [-0.312, -0.568, -0.083], [-0.860, -1.671, -0.569], [0.719, -0.034, -2.801], [0.775, 0.682, -1.783], [-0.281, -2.496, -0.629], [-1.601, -1.568, -1.248], [1.196, 2.166, 0.005], [1.465, 1.567, 1.672], [-0.064, 2.345, 1.266], [-1.515, 0.343, 2.338], [0.088, -0.344, 2.856], [-1.138, -1.413, 2.103], [0.208, -1.024, -2.867], [1.145, 0.293, -3.768]], "forces_ev_per_angstrom": [[0.3458, 0.1172, -0.1228], [0.7785, 0.9192, -0.5659], [-1.8307, -1.2661, 2.8876], [0.6033, 0.2152, -2.0256], [0.3091, 0.3855, 0.3452], [-0.0752, 0.3733, 0.0013], [-0.1426, -0.5981, -0.2587], [-0.0933, 0.1148, -0.1623], [0.1035, -0.0370, 0.0524], [-0.0209, 0.0109, 0.0650], [-0.0149, -0.0007, -0.0786], [-0.0128, -0.0895, -0.0777], [0.0137, -0.0381, 0.1032], [-0.0430, 0.0762, 0.1159], [0.0370, 0.0517, -0.2911], [0.0229, -0.1376, 0.0401], [0.0196, -0.0970, -0.0279]]}

(4)
{"formula": "C5H10N2", "method": "ωB97M-V/def2-TZVPD", "gap_ev": [7.2, 7.2], "lumo_ev": [0.12, 0.12], "e_above_lowest_kcal_mol": 94.8, "e_tot_ha": -305.8728, "species": ["C", "C", "C", "H", "H", "H", "H", "H", "H", "N", "C", "N", "C", "H", "H", "H", "H"], "positions_angstrom": [[1.253, 1.831, 0.224], [1.030, 0.337, 0.289], [2.005, -0.504, 0.729], [-0.031, 0.077, 0.589], [1.255, 2.286, 1.215], [2.198, 2.049, -0.273], [0.449, 2.302, -0.344], [3.048, -0.206, 0.727], [1.798, -1.535, 0.965], [-2.556, -1.684, 0.142], [-2.119, -0.491, -0.462], [-0.223, -0.354, -2.091], [-1.257, -0.454, -1.491], [-1.894, -2.446, 0.074], [-2.866, -1.555, 1.096], [0.654, -0.026, -1.098], [-2.745, 0.374, -0.289]], "forces_ev_per_angstrom": [[0.0010, -0.0487, -0.6671], [-0.1580, -0.0445, 2.3180], [-0.4056, 0.4191, -0.8945], [0.7020, -0.1105, -0.7772], [0.0357, -0.1479, 0.0455], [0.0314, 0.1494, 0.0582], [0.0909, 0.0519, -0.0573], [-0.0226, 0.0659, 0.1112], [-0.0732, -0.1295, 0.0250], [-0.1804, -0.3786, 0.1798], [-0.1318, 0.1755, -0.7429], [2.6313, 0.8552, 0.7987], [-0.8563, 0.0216, 1.8620], [-0.0211, 0.0818, 0.0723], [0.0863, -0.0153, -0.1288], [-1.7331, -0.9603, -2.1794], [0.0035, 0.0150, -0.0238]]}